C34H57Cl30F2NO4P3Si | ωB97M-V/def2-TZVPD

The geometry in XYZ format:
```
132
C34H57Cl30F2NO4P3Si ωB97M-V/def2-TZVPD
Cl -10.751 -3.509 2.060
Cl -7.773 -0.256 7.963
Cl -12.702 -6.470 -2.172
Cl -4.221 -4.465 0.219
Cl -9.042 -4.657 0.008
Cl 11.676 3.218 4.679
Cl 4.381 4.037 2.764
Cl -8.022 -0.234 0.781
Cl 11.921 4.071 -2.808
Cl 8.873 1.421 -2.145
Cl -5.147 -0.944 6.912
Cl 11.893 4.122 -5.712
Cl -10.958 -5.305 -4.184
Cl -4.678 7.352 -0.416
Cl -5.989 -5.091 2.441
Cl -3.284 5.594 1.425
Cl 9.087 1.938 5.001
Cl 2.225 5.338 1.313
Cl 9.391 3.996 -4.242
Cl -10.274 -6.373 2.003
Cl 8.384 3.791 -0.529
Cl 9.614 3.586 2.666
Cl -7.619 1.538 -1.483
Cl 1.615 3.445 3.430
Cl -1.876 6.712 -0.854
Cl -5.488 1.137 0.454
Cl -10.393 -7.953 -3.127
Cl -6.920 -3.032 7.889
Cl -5.507 -2.322 1.706
Cl 10.253 1.762 0.389
P -0.194 -1.777 -2.958
P -1.097 2.014 0.161
P -0.049 0.361 -0.795
Si -0.850 -3.251 2.095
F -3.415 -0.318 -1.474
F -2.662 -2.255 -2.175
O -1.177 3.258 -0.669
O -2.634 1.673 0.653
O -0.230 2.369 1.522
O 4.949 -2.129 -1.528
N -1.083 -0.474 -2.032
C 2.744 4.689 2.873
C -2.314 -1.139 -1.422
C -6.400 -1.358 8.099
C 4.853 -0.954 -0.724
C 0.980 3.381 -3.013
C 2.373 3.016 -3.643
C 4.520 1.888 -2.598
C -5.670 -3.976 1.108
C 9.939 3.361 4.389
C -3.426 6.116 -0.257
C -1.394 -1.894 3.316
C -1.249 0.499 4.138
C -1.539 0.606 -3.046
C 11.046 4.619 -4.246
C -9.583 -4.780 1.692
C -2.391 -2.219 4.324
C -0.820 -0.555 3.228
C 0.986 -3.650 2.513
C 1.664 -1.655 -2.863
C 3.487 3.092 -2.502
C -2.813 -1.162 5.246
C 9.585 2.587 -1.022
C -0.263 2.827 -3.788
C 5.225 1.601 -1.218
C 5.875 0.160 -1.210
C -1.793 -4.902 2.350
C -2.261 0.176 5.133
C -7.237 1.242 0.216
C -2.172 -1.639 0.045
C 4.437 -3.277 -0.863
C -0.346 1.244 -3.850
C -0.773 -1.968 -4.717
C -11.042 -6.351 -2.761
C -1.065 -2.768 0.263
H -2.604 0.973 5.826
H -8.720 -4.650 2.337
H 4.469 1.635 -0.385
H -3.143 -2.166 0.273
H -0.509 -3.007 -5.039
H 9.575 4.232 4.923
H 1.054 0.989 -1.463
H 2.645 3.690 -4.501
H 10.395 3.104 -1.534
H 1.255 -4.690 2.202
H -0.439 3.286 1.793
H -0.178 -1.280 -5.383
H -2.847 -3.225 4.422
H -0.057 -2.427 -0.108
H 5.024 -1.208 0.362
H 6.754 0.125 -0.519
H -2.321 0.181 -3.733
H -0.802 1.511 4.020
H 6.037 2.346 -0.997
H 4.624 -3.278 0.242
H 0.913 4.504 -2.993
H 2.050 -1.604 -3.925
H -2.064 -5.004 3.432
H -1.170 -5.787 2.046
H 3.913 0.982 -2.856
H 2.745 5.498 3.597
H -7.610 2.076 0.801
H 3.817 -0.500 -0.778
H 1.687 -2.912 2.051
H -1.211 3.249 -3.355
H -0.500 0.988 -4.935
H 11.003 5.703 -4.227
H 2.094 -0.770 -2.343
H 2.039 -2.633 -2.469
H -10.435 -5.909 -1.979
H -0.042 -0.294 2.473
H -5.976 -1.254 9.092
H 1.045 -3.598 3.637
H 6.250 -0.118 -2.232
H -1.860 -1.771 -4.876
H -2.096 -0.831 0.812
H -3.581 -1.378 6.038
H 3.045 3.026 -1.471
H -6.514 -4.009 0.427
H -2.735 -4.948 1.750
H -2.064 1.461 -2.533
H 1.005 3.061 -1.945
H -2.602 1.520 1.622
H 4.909 -4.200 -1.292
H 2.415 1.972 -4.070
H -0.225 3.223 -4.841
H 3.323 -3.414 -0.993
H 5.258 2.165 -3.396
H -1.359 -3.616 -0.410
H 3.978 4.094 -2.574
H -3.713 5.260 -0.859
H 0.665 0.850 -3.585
```

As for the total charge: +1. The LUMO energy is -0.1234 Ha. The HOMO energy is -11.27 eV.

---

C34H57ClNO24PS3 | ωB97M-V/def2-TZVPD

The geometry in XYZ format:
```
121
C34H57ClNO24PS3 ωB97M-V/def2-TZVPD
Cl -2.672 -4.412 -5.865
S -1.513 -0.036 -4.678
S -2.472 -4.466 -3.843
S 0.430 -0.251 0.263
P -1.348 -0.133 -0.492
O -8.221 1.798 5.085
O -2.677 2.189 2.215
O 8.008 -2.893 -3.074
O -3.531 0.128 1.955
O -1.177 -3.959 -3.540
O 5.259 1.669 -5.221
O -3.364 3.007 7.333
O -8.491 2.169 2.910
O 7.890 -4.724 -4.376
O 5.420 -0.465 1.458
O -2.497 1.104 -4.181
O 7.760 -4.944 -2.170
O -4.192 4.318 8.963
O -0.937 -0.392 -3.228
O 6.060 0.477 -3.487
O 7.395 1.906 -4.537
O -2.622 5.114 7.610
O -2.226 -1.179 -5.134
O -2.844 -5.774 -3.412
O -4.263 1.483 3.595
O -8.481 3.908 4.343
O 5.195 -2.674 1.890
O 5.159 -1.943 -0.211
O -0.542 0.542 -5.521
N 3.568 0.507 -1.309
C -3.090 3.344 2.964
C -8.863 -0.070 2.039
C -3.111 6.237 8.353
C 7.969 -6.142 -4.124
C -3.774 2.726 4.168
C 7.384 0.217 -2.992
C 5.278 -1.581 1.089
C -4.971 6.318 10.104
C 2.798 1.621 -1.891
C 0.545 2.078 -3.018
C -8.417 0.513 4.486
C -3.388 4.042 7.918
C 9.582 1.328 -3.650
C 7.899 -4.071 -3.197
C 6.149 1.377 -4.490
C -0.698 1.881 -2.144
C -2.873 0.810 -2.789
C -3.787 5.576 9.540
C 7.405 -6.220 -2.718
C -4.037 -0.213 -2.857
C 4.755 -3.774 1.088
C -1.463 0.505 -2.241
C -3.315 -2.571 -2.062
C -8.413 2.740 4.133
C 7.207 -6.918 -5.168
C 1.693 1.086 -2.802
C 8.113 1.496 -3.356
C -3.746 -3.315 -3.324
C -4.917 3.517 4.740
C -8.107 0.782 3.026
C 4.344 -3.863 -1.434
C -4.161 -1.318 -1.809
C 5.212 -3.373 -0.303
C -3.496 1.168 2.543
H 5.207 -4.695 1.449
H 3.452 2.234 -2.521
H -5.800 6.294 9.396
H 9.717 0.774 -4.579
H 10.075 2.294 -3.758
H 4.182 -4.939 -1.349
H -1.408 2.666 -2.410
H -3.056 5.352 10.322
H -4.626 4.550 4.930
H -3.823 6.786 7.732
H -2.222 3.947 3.217
H -2.246 -2.371 -2.101
H -0.417 2.062 -1.104
H -8.761 -1.124 2.298
H -4.056 -0.668 -3.842
H 7.341 0.023 -1.923
H -7.751 -0.211 4.947
H -7.030 0.726 2.849
H 0.915 3.077 -2.764
H -2.225 0.782 0.090
H 3.379 -3.356 -1.415
H 3.666 -3.845 1.156
H 7.953 2.265 -2.595
H 4.561 0.673 -1.414
H -9.921 0.197 2.043
H 6.316 -6.312 -2.719
H -5.310 5.865 11.034
H 6.256 -3.654 -0.463
H 6.235 -6.457 -5.344
H -8.484 0.072 1.028
H -3.780 3.926 2.349
H -2.012 -1.353 -0.417
H 2.380 2.238 -1.091
H -5.259 3.077 5.673
H -3.048 2.470 4.939
H -2.284 6.887 8.624
H 7.060 -7.947 -4.837
H 7.747 -6.936 -6.113
H -3.944 -2.668 -4.175
H -3.996 -0.941 -0.798
H 7.784 -0.654 -3.504
H 7.840 -7.012 -2.114
H 10.065 0.783 -2.838
H -3.472 -3.241 -1.212
H 1.338 0.129 -2.421
H 9.028 -6.412 -4.129
H -4.703 7.355 10.304
H -5.752 3.505 4.038
H -4.945 0.390 -2.797
H -9.456 0.208 4.637
H -3.278 1.725 -2.369
H 0.256 2.137 -4.063
H 3.400 -0.305 -1.895
H -5.207 -1.641 -1.815
H 4.810 -3.656 -2.398
H -4.612 -3.953 -3.150
H 2.142 0.875 -3.776
```

Its SMILES is NCCCC[C@]1([PH2]=S)OS(=O)(=O)O[C@H]1CCCCS(=O)(=O)Cl.C[C@@H]1COC(=O)O1.C[C@@H]1COC(=O)O1.C[C@@H]1COC(=O)O1.C[C@@H]1COC(=O)O1.C[C@@H]1COC(=O)O1.C[C@@H]1COC(=O)O1. As for the total charge: 0. The LUMO energy is 0.0085 Ha. The HOMO energy is -8.09 eV.

---

C34H57CoN3O2Si | ωB97M-V/def2-TZVPD

The geometry in XYZ format:
```
98
C34H57CoN3O2Si ωB97M-V/def2-TZVPD
Co -2.078 0.395 0.176
Si 2.158 -4.238 -2.213
O 4.168 -0.843 -0.959
O -0.276 1.305 -0.900
N -3.849 -1.099 -1.778
N -3.182 1.854 0.799
N -2.048 -0.498 1.797
C -3.154 -0.525 -1.024
C 0.179 -0.739 2.782
C -0.782 2.384 -3.107
C -2.459 4.208 0.997
C 5.031 -0.444 -2.033
C 1.231 -2.906 2.840
C -5.283 2.544 1.882
C 0.892 -5.656 -2.254
C 6.046 0.621 -1.664
C -2.357 5.489 0.448
C -4.135 1.588 1.706
C -3.053 -1.361 3.889
C 1.234 -1.557 3.165
C -0.889 -1.295 2.048
C 4.842 -1.377 0.195
C -3.456 4.728 -1.557
C 3.810 -5.063 -1.765
C 4.895 -0.392 1.342
C 2.351 -3.584 -3.969
C 1.769 2.638 -0.842
C 0.168 0.707 3.179
C -0.287 1.168 -2.348
C -3.043 3.167 0.233
C 0.171 -3.455 2.122
C -4.069 0.502 2.572
C 0.313 2.550 -0.446
C -3.612 3.453 -1.031
C -2.040 -3.231 0.915
C -4.394 2.448 -1.813
C -2.814 5.734 -0.849
C -0.886 -2.659 1.687
C -2.009 3.951 2.399
C 1.655 -2.799 -1.080
C -3.038 -0.437 2.701
H -3.874 4.927 -2.550
H -3.880 -1.082 4.547
H 0.736 0.918 -2.657
H 4.271 -2.270 0.484
H 5.432 0.514 1.051
H -1.901 6.292 1.025
H -3.768 1.925 -2.545
H 3.895 -0.112 1.680
H -2.936 -3.335 1.551
H -5.619 2.956 0.923
H 3.777 -5.547 -0.777
H 1.946 -3.067 -0.062
H -1.777 2.891 2.554
H -2.700 6.719 -1.302
H 0.972 0.878 3.910
H 0.188 2.568 0.643
H 2.304 1.702 -0.632
H 4.357 -0.084 -2.818
H 2.816 -4.326 -4.638
H 5.568 -1.326 -2.416
H -2.776 4.241 3.131
H 2.052 -1.104 3.732
H 5.583 1.486 -1.180
H 0.962 -6.289 -1.354
H 2.984 -2.684 -3.954
H 5.865 -1.690 -0.073
H -1.794 2.670 -2.792
H 2.252 3.445 -0.283
H -4.861 1.703 -1.169
H 1.853 2.877 -1.907
H 1.368 -3.312 -4.383
H 0.366 1.374 2.323
H -2.136 -1.329 4.496
H -0.931 0.300 -2.538
H 0.568 -2.660 -1.091
H -0.779 1.022 3.647
H 2.117 -1.802 -1.277
H -1.111 4.536 2.621
H 0.159 -4.520 1.875
H 4.628 -4.327 -1.758
H -5.013 3.375 2.546
H 4.070 -5.843 -2.503
H -0.279 3.380 -0.865
H -3.234 -2.395 3.566
H -5.182 2.963 -2.375
H 5.424 -0.857 2.175
H 1.063 -6.306 -3.129
H 2.061 -3.528 3.159
H -4.878 0.383 3.278
H -0.138 -5.271 -2.319
H -0.121 3.254 -2.998
H -2.328 -2.599 0.060
H -6.105 1.996 2.359
H -0.812 2.125 -4.173
H 6.827 0.230 -1.003
H -1.784 -4.226 0.527
H 6.531 0.964 -2.580
```

Its spin multiplicity is 5. As for the total charge: +1. The LUMO energy (spin up / spin down) is -0.1199 / -0.2267 Ha. The HOMO energy (spin up / spin down) is -11.61 / -11.62 eV.

---

C34H57F3N2O2SiSr | ωB97M-V/def2-TZVPD

The geometry in XYZ format:
```
100
C34H57F3N2O2SiSr ωB97M-V/def2-TZVPD
Sr -0.812 0.450 0.051
Si 3.103 -0.627 -1.628
F -4.254 0.712 1.275
F -2.833 1.051 2.895
F -3.203 2.633 1.431
O -0.049 2.091 1.725
O 3.003 0.573 2.476
N -1.853 0.255 -2.250
N -1.370 -2.199 -0.715
C -1.835 -3.021 0.337
C 3.869 -2.242 -1.001
C -4.151 -2.952 -0.668
C -0.926 -3.529 1.297
C 2.750 -0.218 4.820
C -1.396 -4.370 2.301
C 0.791 3.182 1.167
C -0.729 -4.117 -2.149
C 2.107 0.010 -0.221
C 4.412 0.582 -2.234
C -1.855 -0.614 -3.256
C -4.199 3.148 -2.240
C 0.025 4.468 0.985
C -1.164 -2.679 -1.942
C -2.320 -0.211 -4.636
C 0.540 -3.254 1.172
C 2.609 -0.636 3.396
C -1.387 -1.931 -3.113
C -0.107 2.013 3.206
C -2.360 1.582 -2.362
C -4.702 0.718 -1.940
C 4.447 1.052 2.133
C 5.227 1.297 3.386
C -0.010 2.412 -2.864
C -3.635 -4.223 1.418
C -2.744 -4.714 2.368
C -1.470 2.653 -2.624
C 2.054 -1.067 -3.113
C -3.742 1.836 -2.187
C -3.326 4.200 -2.499
C -1.974 3.948 -2.711
C -2.996 1.251 1.529
C 0.917 2.841 3.937
C -3.199 -3.392 0.395
H 1.180 2.787 0.205
H -1.456 -4.843 -1.763
H 0.607 2.747 -2.010
H -1.666 0.551 -5.083
H -1.216 -2.470 -4.040
H -3.970 -3.468 -1.623
H -3.098 -5.370 3.162
H 4.075 -2.218 0.079
H 4.269 1.953 1.546
H 4.857 0.271 1.484
H -4.688 -4.511 1.443
H -5.170 -3.207 -0.358
H 0.739 -2.401 0.513
H 4.792 2.133 3.945
H 2.532 -1.083 5.457
H 5.133 0.868 -1.455
H -0.021 0.932 3.435
H -3.349 0.171 -4.637
H 1.506 -2.001 -2.929
H 0.241 -4.315 -1.675
H 4.815 -2.441 -1.524
H -4.536 -0.146 -2.599
H 1.666 3.294 1.817
H 3.268 -1.450 3.077
H -5.728 1.071 -2.121
H -5.268 3.336 -2.097
H 1.071 -4.122 0.744
H 1.911 2.406 3.830
H 0.330 2.988 -3.739
H 3.187 -3.083 -1.195
H -0.322 4.851 1.949
H 4.971 0.118 -3.059
H -0.679 -4.772 3.018
H 2.718 -1.208 -3.977
H -3.702 5.220 -2.541
H 0.980 -3.049 2.158
H 2.366 1.028 0.079
H 1.572 -0.851 3.119
H -0.620 -4.313 -3.218
H 0.641 2.837 4.996
H 0.657 5.236 0.521
H -4.106 -1.872 -0.854
H 5.300 0.415 4.023
H -1.115 2.340 3.467
H 3.948 1.501 -2.625
H 3.760 0.127 5.044
H 2.595 0.385 1.578
H 1.326 -0.278 -3.346
H -1.284 4.761 -2.950
H 0.922 3.889 3.627
H -4.660 0.390 -0.892
H -0.821 4.309 0.307
H 6.244 1.584 3.096
H 2.031 0.574 5.067
H -2.299 -1.094 -5.280
H 0.213 1.355 -3.063
H 2.095 -0.826 0.520
```

As for the total charge: 0. The LUMO energy is -0.0096 Ha. The HOMO energy is -6.59 eV.

---

- What is the formula in the second record?
  C34H57ClNO24PS3